41
Properties=species:S:1:pos:R:3:forces:R:3 method="wB97M-V/def2-TZVPD" orbital_gap_ev="9.548 / 6.409" multiplicity=2 charge=+2 lumo_ev="-5.43 / -8.57" relative_energy_kj_mol=0.0 e_homo_ha="-0.5505 / -0.5505"
Ba -0.482 0.864 -1.203 0.12 0.18 0.01
N -3.329 0.653 0.766 0.01 0.01 0.00
C -3.783 0.006 -0.374 -0.01 0.00 -0.01
N -5.069 -0.049 -0.608 0.01 -0.01 -0.01
C -5.405 -0.685 -1.749 -0.01 0.00 0.00
N -6.690 -0.784 -2.046 0.00 0.00 0.00
N -4.516 -1.232 -2.614 -0.01 0.01 0.01
C -3.259 -1.075 -2.292 0.03 0.01 -0.05
N -2.812 -0.458 -1.183 -0.04 -0.08 0.04
C -2.217 -1.565 -3.240 -0.03 0.02 -0.02
C -2.543 -2.441 -4.257 0.00 -0.02 0.03
C -1.539 -2.860 -5.120 0.00 -0.01 -0.01
C -0.255 -2.377 -4.941 0.01 -0.01 0.02
C -0.020 -1.490 -3.902 0.03 0.00 -0.03
N -0.973 -1.086 -3.061 -0.05 -0.04 -0.06
H -4.089 1.011 1.332 0.00 0.00 -0.01
H -2.705 0.084 1.324 -0.01 -0.01 -0.01
H -7.379 -0.397 -1.423 0.00 0.00 0.00
H -6.975 -1.261 -2.884 0.00 0.00 0.00
H -3.563 -2.781 -4.359 0.00 0.00 0.00
H -1.760 -3.552 -5.921 0.00 0.00 0.00
H 0.557 -2.674 -5.589 0.00 0.00 0.00
H 0.975 -1.088 -3.741 0.00 0.00 0.00
F 1.569 0.039 0.271 -0.06 -0.04 0.08
As 2.843 1.154 -0.320 0.04 -0.05 0.00
F 3.907 -0.155 -0.467 0.01 0.02 -0.01
F 2.149 0.842 -1.921 -0.09 0.02 0.02
F 3.914 2.305 -0.931 -0.01 0.00 0.01
F 3.314 1.442 1.327 -0.01 0.01 0.03
F 1.568 2.382 -0.143 0.01 -0.02 -0.02
C 5.019 1.443 6.683 -0.02 0.00 0.00
N 3.923 2.037 5.914 0.02 0.02 0.00
C 3.733 1.829 4.628 0.00 -0.01 -0.06
N 4.572 1.110 3.906 0.01 0.00 0.01
S 2.321 2.498 3.865 0.04 0.02 0.08
H 4.855 1.665 7.732 0.00 0.00 0.00
H 5.978 1.867 6.383 0.00 0.00 -0.01
H 5.024 0.361 6.557 0.00 0.00 0.00
H 3.303 2.677 6.386 -0.01 -0.01 -0.01
H 5.451 0.795 4.286 0.00 0.00 0.00
H 4.386 0.945 2.925 0.00 0.00 0.00

---

20
Properties=species:S:1:pos:R:3:forces:R:3 method="wB97M-V/def2-TZVPD" orbital_gap_ev=9.878 lumo_ev=1.13 relative_energy_kj_mol=68.4 smiles=CCN.CNC e_homo_ha=-0.3214
C 2.434 0.895 0.959 0.60 0.11 -0.46
C 2.638 -0.588 0.604 0.20 0.07 0.38
N 1.767 -1.058 -0.446 -0.27 0.51 0.06
H 3.098 1.532 0.371 -0.03 -0.02 -0.20
H 2.695 1.109 1.994 -0.25 -0.08 0.14
H 1.422 1.206 0.715 -0.17 -0.06 0.29
H 2.481 -1.163 1.518 -0.13 -0.18 0.01
H 3.683 -0.779 0.346 -0.05 0.10 -0.11
H 0.923 -1.495 -0.128 0.02 -0.24 -0.24
H 2.142 -1.369 -1.320 0.07 -0.22 0.13
C -2.235 -1.041 -0.450 -0.11 -0.39 0.11
N -2.499 0.212 0.233 0.03 0.35 -0.28
C -2.234 1.370 -0.613 0.13 0.29 0.47
H -1.243 -1.028 -0.887 0.24 0.19 -0.08
H -2.932 -1.327 -1.255 -0.05 0.30 0.03
H -2.239 -1.851 0.274 -0.07 -0.18 0.14
H -3.473 0.270 0.499 0.00 -0.25 0.16
H -2.731 1.300 -1.583 0.02 0.20 -0.18
H -2.532 2.281 -0.087 -0.37 -0.12 -0.12
H -1.166 1.524 -0.746 0.20 -0.39 -0.26

---

93
Properties=species:S:1:pos:R:3:forces:R:3 method="wB97M-V/def2-TZVPD" orbital_gap_ev=6.003 lumo_ev=-3.02 smiles="N#C[C@H]([PH2]=S)[C@@](C#N)(P(=N)(O)O)S(=O)(=O)C(F)(F)F.COP(=O)(OC)OC.COP(=O)(OC)OC.COP(=O)(OC)OC.COP(=O)(OC)OC" e_homo_ha=-0.3314
N -1.843 1.241 1.955 4.28 -3.99 -11.41
C -1.403 0.805 0.792 -2.59 2.67 7.61
C -0.745 0.129 -0.590 -0.64 -1.38 2.24
P 0.698 1.162 -1.308 0.24 2.25 -0.43
S 0.161 2.639 -2.453 -0.17 -0.45 0.15
C -1.892 -0.303 -1.690 0.94 -0.57 -0.58
C -1.285 -0.449 -3.242 3.32 -1.02 -7.55
N -0.772 -0.609 -4.440 -4.92 1.47 11.46
P -2.405 -2.119 -1.207 2.87 -5.84 -0.34
N -1.139 -3.062 -1.679 -2.26 2.00 1.81
O -3.805 -2.691 -2.070 2.55 1.97 1.01
O -2.502 -2.303 0.535 -1.66 0.29 -3.11
S -3.346 0.872 -1.813 -0.71 7.30 -7.11
O -3.868 0.813 -3.302 1.65 -1.44 5.91
O -3.017 2.359 -1.542 -0.66 -5.73 0.73
C -4.813 0.429 -0.724 -4.49 0.21 2.44
F -4.459 -0.032 0.639 -1.30 1.15 -4.87
F -5.586 1.714 -0.533 2.83 -4.63 -0.75
F -5.736 -0.491 -1.446 3.47 3.03 3.02
H -0.258 -0.895 -0.216 -1.02 1.96 -0.66
H 1.370 1.768 -0.150 -0.53 -1.43 -0.60
H 1.643 0.363 -2.057 -0.76 -0.32 1.17
H -0.735 -3.559 -0.836 -0.56 0.88 -1.22
H -3.460 -2.948 -2.981 -0.31 0.32 1.45
H -3.055 -3.108 0.758 0.67 1.17 -0.48
C -6.352 6.719 -1.863 -0.04 0.29 0.57
O -6.726 6.391 -3.188 1.03 -3.04 1.69
P -5.455 5.626 -4.078 -1.68 6.27 -8.19
O -5.016 6.987 -4.626 0.71 -0.94 1.47
O -6.567 4.957 -5.100 1.07 -0.85 0.77
C -7.642 5.736 -5.585 -0.82 0.20 0.30
O -4.184 4.860 -4.967 -0.96 -0.82 3.23
C -4.112 3.458 -4.801 0.18 -0.94 -0.07
H -7.204 7.184 -1.362 0.07 -0.06 -0.12
H -6.076 5.808 -1.323 -0.08 0.23 0.26
H -5.512 7.418 -1.868 0.01 0.02 0.05
H -7.382 6.794 -5.671 0.13 -0.13 0.10
H -8.497 5.621 -4.911 0.02 0.19 -0.12
H -7.934 5.361 -6.568 0.26 -0.15 0.09
H -4.966 2.974 -5.282 0.00 -0.05 0.08
H -4.089 3.205 -3.738 0.16 -0.22 -0.28
H -3.196 3.096 -5.275 -0.04 0.13 0.13
C 1.741 -4.138 3.399 -0.40 0.07 0.69
O 2.077 -4.504 2.074 3.15 0.18 1.85
P 3.233 -3.438 1.352 -5.70 0.27 -8.79
O 2.095 -2.610 0.747 0.75 0.54 1.42
O 3.671 -4.625 0.289 1.02 0.90 0.97
C 2.680 -5.413 -0.340 -0.44 -0.84 0.20
O 4.389 -2.372 0.630 0.15 -1.35 3.33
C 5.738 -2.697 0.902 1.15 -0.02 -0.16
H 1.021 -4.860 3.791 0.10 0.07 -0.10
H 2.639 -4.157 4.024 -0.29 -0.05 0.23
H 1.297 -3.140 3.416 -0.03 0.00 0.08
H 1.743 -4.868 -0.479 0.15 0.09 0.09
H 2.499 -6.306 0.265 -0.16 0.09 -0.14
H 3.051 -5.734 -1.315 0.19 0.21 0.13
H 6.017 -3.619 0.386 0.01 -0.01 0.10
H 5.890 -2.812 1.978 0.32 0.08 -0.10
H 6.374 -1.888 0.534 -0.11 0.01 0.11
C 7.707 -0.273 -2.831 -0.29 -0.44 -0.46
O 7.720 0.770 -1.876 2.80 0.51 -2.29
P 9.219 0.881 -1.018 -5.30 0.96 9.05
O 8.652 -0.014 0.090 1.10 -0.59 -1.40
O 8.902 2.462 -0.659 1.47 -0.60 -0.72
C 7.610 2.847 -0.236 -0.85 0.30 -0.42
O 10.717 0.991 -0.160 -0.20 -0.36 -3.50
C 11.707 1.769 -0.803 0.76 0.59 -0.07
H 6.739 -0.273 -3.338 0.11 0.05 0.10
H 8.496 -0.106 -3.569 -0.25 -0.21 -0.17
H 7.855 -1.238 -2.340 -0.01 -0.05 -0.04
H 7.093 2.047 0.301 0.18 -0.05 -0.09
H 7.023 3.142 -1.111 -0.09 -0.08 0.20
H 7.698 3.715 0.421 0.29 -0.12 -0.08
H 11.428 2.826 -0.786 0.03 -0.03 -0.09
H 11.839 1.434 -1.834 0.31 0.15 0.04
H 12.650 1.651 -0.263 -0.15 -0.10 -0.05
C -2.935 -0.937 3.547 0.13 0.49 -0.52
O -2.873 -2.148 4.277 -3.24 1.44 0.92
P -3.032 -1.915 5.984 8.24 -6.29 1.52
O -1.507 -1.851 6.120 -1.23 1.41 -0.05
O -3.531 -3.481 6.156 -0.83 1.19 0.58
C -2.864 -4.516 5.462 -0.10 -0.36 -0.78
O -3.191 -1.683 7.691 -2.14 1.50 -2.34
C -4.526 -1.646 8.158 -0.71 -0.11 0.61
H -2.841 -1.164 2.483 0.01 0.02 0.32
H -3.900 -0.452 3.723 0.10 0.16 -0.31
H -2.123 -0.271 3.847 -0.08 -0.04 -0.04
H -1.807 -4.291 5.295 -0.11 0.16 0.08
H -3.362 -4.679 4.502 0.21 -0.06 0.02
H -2.941 -5.437 6.044 -0.12 0.23 0.16
H -4.982 -2.636 8.082 -0.06 0.06 -0.03
H -5.107 -0.922 7.581 -0.20 0.00 0.28
H -4.521 -1.346 9.209 0.09 0.04 -0.16

---

15
Properties=species:S:1:pos:R:3:forces:R:3 method="wB97M-V/def2-TZVPD" orbital_gap_ev="7.557 / 7.120" lumo_ev="-0.02 / -0.10" relative_energy_kj_mol=211.1 e_homo_ha="-0.2786 / -0.2653"
C -0.013 -0.392 -0.831 0.65 0.32 -0.37
C 0.607 0.664 -1.722 4.37 -3.92 -2.88
C -0.377 -0.650 1.604 -1.13 -1.91 -2.57
N -1.235 -0.741 -1.535 -1.24 -0.20 0.23
N -1.074 1.263 0.373 0.08 -0.28 -3.01
N -0.220 0.228 0.446 -0.63 0.26 1.43
P -2.587 -0.051 -1.294 0.79 0.57 0.93
H 0.493 -1.312 -0.644 0.91 -0.45 -0.10
H 0.736 0.259 -2.823 -1.32 1.10 1.91
H 1.709 0.817 -1.562 -1.10 0.23 0.81
H 0.012 1.450 -1.488 -1.36 2.98 -0.40
H -1.436 -1.062 1.491 1.03 -0.07 0.47
H 0.389 -1.485 1.573 -0.93 1.10 0.28
H -0.362 -0.048 2.455 0.38 0.69 1.55
H -1.726 1.361 1.106 -0.51 -0.42 1.74

---

9
Properties=species:S:1:pos:R:3:forces:R:3 method="wB97M-V/def2-TZVPD" orbital_gap_ev=11.525 lumo_ev=0.74 relative_energy_kj_mol=28.2 smiles=CO.O e_homo_ha=-0.3961
C -1.479 0.871 -0.905 0.44 -0.97 0.39
O -1.211 -0.367 -0.182 -0.64 1.10 0.41
H -1.018 1.707 -0.388 -0.28 0.29 0.24
H -2.561 0.929 -0.972 -0.03 0.62 -0.38
H -0.999 0.842 -1.877 -0.19 -0.35 -0.19
H -1.822 -0.250 0.577 0.79 -0.68 -0.45
H 3.007 -0.023 0.424 0.78 1.06 -1.02
H 1.607 -0.452 0.809 -0.21 0.01 -0.12
O 2.538 -0.607 0.978 -0.66 -1.08 1.10

---

11
Properties=species:S:1:pos:R:3:forces:R:3 method="wB97M-V/def2-TZVPD" orbital_gap_ev=9.506 lumo_ev=-0.09 relative_energy_kj_mol=329.4 smiles=C#Cc1ccn[nH]1 e_homo_ha=-0.3526
C -2.698 -0.811 0.708 0.69 0.33 -0.29
C -1.483 -0.592 0.592 -0.20 -0.11 0.14
C -0.177 -0.215 0.269 0.27 0.01 0.02
C 0.501 0.968 0.496 0.08 -0.07 0.05
C 1.678 0.834 -0.252 0.15 0.07 -0.04
N 1.723 -0.330 -0.903 -0.04 0.17 0.12
N 0.595 -0.940 -0.585 0.04 -0.15 0.03
H -2.922 -0.157 -0.160 -1.21 -0.16 -0.02
H 0.145 1.797 1.092 0.17 -0.16 -0.06
H 2.497 1.531 -0.346 -0.06 -0.07 -0.03
H 0.361 -1.839 -0.982 0.12 0.12 0.07

---

19
Properties=species:S:1:pos:R:3:forces:R:3 method="wB97M-V/def2-TZVPD" orbital_gap_ev=7.103 lumo_ev=-0.99 relative_energy_kj_mol=957.8 e_homo_ha=-0.2974
O -0.857 -0.893 -3.133 2.35 -0.66 2.29
C -0.492 -1.540 -2.102 -4.52 -3.58 -4.70
C 0.305 -1.312 -0.978 1.51 2.41 1.39
C 1.393 -0.234 -0.965 -0.56 0.03 -0.17
C 1.175 0.706 0.207 -0.63 -3.01 3.19
C 0.734 0.397 1.614 0.64 0.38 -1.56
N -0.477 1.233 2.275 4.26 -0.62 -0.80
C -1.632 1.024 1.410 0.26 -0.19 0.16
H -1.223 -2.487 -1.938 1.60 1.34 0.05
H -0.815 -0.775 -1.047 1.20 0.31 2.79
H 0.558 -1.905 -0.065 -1.64 -0.47 -1.26
H 2.369 -0.687 -1.041 0.47 -0.58 0.30
H 1.311 0.303 -1.914 -0.05 0.47 0.29
H 1.482 1.653 -0.092 -1.27 2.43 -0.16
H 1.381 0.001 2.454 -1.04 -0.87 -1.46
H 0.473 1.674 1.749 -2.16 2.34 1.16
H -1.322 1.299 0.451 -0.34 0.22 -1.84
H -1.834 -0.044 1.450 -0.39 -0.14 -0.14
H -2.529 1.586 1.663 0.31 0.18 0.48

---

100
Properties=species:S:1:pos:R:3:forces:R:3 method="wB97M-V/def2-TZVPD" orbital_gap_ev="5.196 / 6.131" multiplicity=3 charge=-1 lumo_ev="2.30 / 2.29" e_homo_ha="-0.1066 / -0.1411"
V 13.122 13.244 8.143 -0.17 0.98 -0.13
C 16.063 9.916 6.203 -0.38 -0.51 -0.03
C 14.821 9.402 6.896 -0.19 0.29 -0.04
N 14.753 8.073 7.078 -0.11 0.08 0.08
C 13.656 7.596 7.681 0.43 0.07 -0.14
C 12.599 8.347 8.127 -0.11 -0.06 -0.05
C 11.421 7.659 8.715 -0.34 -0.04 -0.26
O 10.317 7.666 7.765 0.36 -0.09 0.38
C 12.635 9.752 7.956 0.24 0.45 -0.37
C 11.539 10.572 8.284 -0.10 -0.05 -0.26
N 11.472 11.896 7.991 -0.61 -0.16 0.29
C 10.222 12.476 8.182 -0.01 0.18 0.30
C 9.409 12.258 9.318 0.42 0.06 -0.47
C 8.194 12.902 9.458 -0.04 0.06 -0.08
C 7.743 13.779 8.482 0.39 0.11 -0.48
C 8.533 14.013 7.347 -0.36 -0.06 0.38
C 9.739 13.361 7.204 0.22 -0.22 0.10
I 10.894 13.506 5.461 -0.30 0.10 -0.07
C 13.795 10.253 7.307 0.31 -0.19 0.18
O 13.907 11.612 7.089 0.35 0.21 0.34
H 16.415 9.115 5.556 0.06 -0.01 -0.07
H 16.847 10.110 6.929 0.11 0.12 0.10
H 15.890 10.812 5.613 -0.07 0.06 0.06
H 13.631 6.522 7.810 -0.04 -0.18 0.01
H 11.107 8.156 9.635 -0.07 0.02 0.13
H 11.710 6.632 8.952 -0.11 -0.08 0.02
H 9.565 7.240 8.190 0.05 0.05 -0.01
H 10.619 10.070 8.591 0.22 0.16 -0.03
H 9.779 11.589 10.085 -0.02 0.01 0.05
H 7.601 12.733 10.346 -0.06 -0.05 0.04
H 6.788 14.274 8.565 -0.08 0.07 0.10
H 8.187 14.689 6.579 -0.04 0.03 -0.10
C 12.962 13.156 10.233 -0.19 -0.16 0.09
C 14.136 12.752 11.038 0.04 0.02 -0.04
C 14.474 11.398 11.134 -0.06 0.12 0.12
C 15.593 10.976 11.824 0.15 -0.16 0.13
C 16.428 11.900 12.451 -0.27 0.21 -0.21
C 16.112 13.252 12.363 -0.03 -0.27 -0.19
C 14.985 13.667 11.669 -0.20 -0.01 0.01
H 12.589 14.154 10.477 0.05 -0.01 0.14
H 12.134 12.441 10.363 0.23 0.14 0.05
H 13.848 10.686 10.610 -0.01 -0.16 -0.01
H 15.834 9.914 11.851 -0.03 0.18 0.03
H 17.313 11.587 12.978 0.17 -0.13 0.11
H 16.756 13.998 12.803 0.13 0.08 0.18
H 14.748 14.724 11.625 0.06 -0.08 -0.01
O 15.851 13.034 6.604 0.40 0.26 -0.16
B 15.004 12.486 7.626 -1.08 -0.70 -0.02
O 15.825 11.875 8.643 0.24 0.20 0.01
C 17.080 12.269 8.348 0.04 0.16 -0.31
C 18.218 12.086 9.089 -0.12 -0.18 -0.15
C 19.415 12.551 8.541 0.30 0.32 -0.47
C 19.445 13.180 7.296 -0.09 0.00 0.11
C 18.265 13.391 6.563 0.25 -0.02 0.15
C 17.100 12.938 7.113 0.02 -0.21 0.30
H 18.146 11.560 10.028 0.15 0.04 0.18
H 20.344 12.432 9.084 0.00 -0.07 0.04
H 20.382 13.523 6.869 0.00 -0.04 0.16
H 18.231 13.903 5.613 0.21 0.01 -0.11
C 16.223 18.136 8.148 0.11 -0.36 -0.11
C 15.694 16.699 7.915 0.75 0.37 0.20
C 16.316 16.213 6.587 -0.12 0.22 0.10
C 16.237 15.762 9.040 -0.31 0.28 -0.42
P 13.851 16.568 7.803 -0.74 -1.67 -0.05
N 13.404 15.073 7.958 -0.09 -1.10 0.09
C 13.233 17.098 6.133 -0.02 0.61 -0.58
C 13.742 18.481 5.656 -0.30 -0.14 0.01
C 11.686 17.181 6.200 0.30 0.56 -0.43
C 13.592 16.022 5.061 -0.01 0.37 0.27
C 13.005 17.537 9.156 -0.41 0.29 0.38
C 13.746 17.230 10.478 -0.20 0.09 -0.45
C 11.544 17.007 9.356 0.63 0.52 0.40
C 12.952 19.065 8.973 -0.15 -0.18 0.18
H 17.319 18.118 8.070 -0.19 -0.01 0.02
H 15.976 18.536 9.129 -0.06 -0.02 0.07
H 15.850 18.820 7.390 0.00 0.13 -0.05
H 17.390 16.163 6.759 0.14 -0.12 -0.04
H 16.165 16.917 5.767 -0.09 0.03 0.06
H 15.961 15.230 6.285 -0.03 0.01 0.09
H 17.300 15.590 8.855 -0.01 -0.03 0.00
H 15.717 14.798 9.045 0.08 0.18 -0.01
H 16.137 16.227 10.018 -0.01 -0.08 0.06
H 13.558 19.287 6.369 0.00 -0.14 0.06
H 13.205 18.754 4.744 -0.01 -0.04 -0.11
H 14.799 18.479 5.418 0.21 -0.06 -0.02
H 11.358 18.084 6.718 0.02 -0.13 0.16
H 11.228 16.303 6.630 -0.04 -0.21 0.18
H 11.317 17.292 5.171 0.07 -0.13 0.13
H 14.536 16.237 4.568 0.10 0.01 0.06
H 12.820 16.039 4.295 -0.12 0.03 -0.12
H 13.626 15.015 5.471 0.04 0.06 0.11
H 13.854 16.159 10.617 0.00 -0.07 -0.01
H 13.145 17.627 11.292 -0.08 0.06 0.19
H 14.719 17.705 10.524 0.17 0.01 0.03
H 11.490 15.931 9.243 0.00 -0.16 -0.07
H 10.851 17.493 8.687 -0.19 -0.02 -0.26
H 11.233 17.274 10.379 0.10 -0.09 -0.25
H 13.932 19.510 8.825 0.14 0.02 -0.01
H 12.529 19.495 9.889 0.02 0.03 -0.10
H 12.313 19.372 8.143 0.01 -0.08 0.04